The following is a quantum chemistry calculation of a molecular structure, C10H17Cl2GaN in a non-equilibrium geometry, from the OMol25 dataset.

The geometry in ORCA input format:
```
! wB97M-V def2-TZVPD RIJCOSX def2/J DEFGRID3
* xyz -1 1
H 1.2802 -0.5309 -3.3145
H 0.0995 1.3685 4.9078
H -0.1667 -0.0359 5.9525
H 0.3966 -1.5649 -2.2344
H -1.9056 0.3020 4.0058
H -0.8080 0.5738 -4.0126
Ga 1.8678 -0.2380 -0.3352
H -2.1342 0.3050 -0.2782
H -2.1079 -1.2673 -1.9717
C -0.8926 -0.3574 -3.4598
C -0.4612 1.2507 -1.0716
H 4.0146 0.6427 -0.8738
Cl 2.4989 0.5536 1.7616
C 3.7102 -0.3862 -0.6838
Cl 0.9611 -2.2697 0.1272
C 0.0658 0.2760 4.9324
H -2.9617 0.0113 -2.9135
C -1.8503 0.7870 -1.2309
H -1.0463 -1.1502 -4.2024
H 1.0591 -0.0973 4.6695
C -2.0219 -0.2549 -2.4112
C -0.4962 -0.1071 2.5423
H 3.4652 -0.8957 -1.6802
H -1.1787 -1.2941 4.0943
H -2.5213 1.6520 -1.3918
C -0.9567 -0.2372 3.9128
N -0.1216 -0.0177 1.4436
C 0.3823 -0.5474 -2.6892
H -0.2564 1.8767 -0.1754
C 0.4932 0.6737 -1.6936
H 1.5929 0.9787 -1.7261
*
```

Values from the calculation:
Highest occupied orbital energy (alpha / beta) = -2.279 / -2.280 eV
Frontier orbital gap (alpha / beta) = 5.233 / 5.233 eV

The following is a quantum chemistry calculation of a molecular structure, C10H17Cl2NPd in a non-equilibrium geometry, from the OMol25 dataset.

The geometry in ORCA input format:
```
! wB97M-V def2-TZVPD RIJCOSX def2/J DEFGRID3
* xyz 0 5
H -0.2365 0.7481 -4.6703
H 0.4977 1.3735 5.0573
C -0.4593 -0.2171 -4.1948
C -1.7174 0.5877 -2.1371
H -1.5227 1.6580 -2.3023
H 2.9376 -0.1658 -1.8602
H 1.4942 -0.0771 5.2722
H -0.5545 0.6338 -0.3263
H -0.5428 -0.9506 -5.0054
H -0.7898 -0.4566 6.2213
H -2.2608 -1.1093 -3.3529
H -2.4971 0.4422 -4.1286
H -2.6553 0.4982 -1.5886
C 0.9124 0.3167 3.3205
H 0.6943 -1.6725 -3.0746
C 0.6193 0.3276 4.7482
C 0.7135 -0.5972 -3.2977
Pd 1.7628 0.4922 0.2457
H -0.5294 -1.5230 4.8356
Cl -0.8483 -1.6374 -0.8561
H 1.6537 -0.3923 -3.8306
C -0.5565 0.0561 -1.2678
N 1.2453 0.3269 2.2095
H -1.5236 -0.0668 4.6605
H 1.9461 -1.5662 -1.1618
C -1.8122 -0.1174 -3.4861
Cl 0.9146 2.6480 0.4869
C -0.6314 -0.4778 5.1390
H 0.9432 1.2315 -2.1813
C 2.0583 -0.4887 -1.2872
C 0.7441 0.1754 -1.9555
*
```

Values from the calculation:
<S²> = 6.011
Highest occupied orbital energy (alpha / beta) = -3.078 / -10.277 eV
Frontier orbital gap (alpha / beta) = 3.739 / 6.478 eV

Calculated energy relative to the best compared isomer or geometry (same formula, charge and spin) (kJ/mol), listed in the same order as above: 316.1, 201.7